Version w
Density functional theory data (ωB97M-V/def2-TZVPD) for an isolated molecule of C6H10O4.

Summary:
SMILES string: C[C@H]1OO[C@@H](CO)[C@@H]2O[C@@H]21
Kohn-Sham gap: 10.9015 eV

Positions of all 20 atoms, in Å:
O -1.45 -0.42 2.74
O 1.27 0.84 0.69
O 1.49 -1.70 -0.09
O 0.47 1.29 -0.37
C -0.12 0.75 -2.54
C -0.85 0.53 1.92
C 0.48 -0.09 1.40
C 0.28 -1.32 0.55
C 0.53 -1.11 -0.90
C 0.72 0.31 -1.38
H 1.12 -0.27 2.30
H -0.37 -2.07 0.95
H -0.06 -1.75 -1.60
H -1.15 0.41 -2.49
H -2.30 -0.04 3.06
H 1.76 0.39 -1.67
H -1.43 0.80 1.12
H -0.03 1.86 -2.74
H 0.22 0.16 -3.44
H -0.57 1.42 2.50



Version x
Density functional theory data (ωB97M-V/def2-TZVPD) for an isolated molecule of C6H10O4.

Summary:
SMILES string: O[C@@H]1[C@H](O)[C@H]2O[C@@H]2C[C@H]1O
Kohn-Sham gap: 10.2337 eV

Positions of all 20 atoms, in Å:
O 1.96 0.47 -1.66
O -0.88 -2.02 -0.36
O -1.19 1.35 0.94
O 1.61 1.09 2.00
C 0.67 -0.31 -1.47
C -0.82 -0.18 -1.68
C 1.12 0.15 0.89
C -0.39 0.05 0.87
C -1.12 -0.63 -0.23
C 1.05 0.66 -0.59
H 2.55 1.35 1.71
H -1.34 -0.84 -2.28
H -0.96 1.97 1.69
H 1.50 -1.01 0.97
H -0.66 -0.27 2.06
H -2.08 -0.32 -0.12
H -0.84 -2.48 0.68
H -1.48 0.71 -1.73
H 0.75 -1.27 -1.22
H 0.56 1.55 -0.47



version w is the most stable structure; the next one sits 2.326 eV above it.



Version w
Density functional theory data (ωB97M-V/def2-TZVPD) for a cluster of 2 separate species, C4H9N3 in total.

Summary:
Kohn-Sham gap (alpha / beta): 9.3214 / 9.3191 eV
Total charge: +2

Positions of all 16 atoms, in Å:
N -0.44 0.56 0.70
N -1.48 -0.55 -1.26
N 1.40 -0.96 -0.28
C -0.97 0.00 1.74
C -0.50 -0.18 -0.52
C 1.98 -1.43 -1.27
C 0.27 1.82 0.68
H 1.51 -1.58 -2.23
H 1.27 1.54 0.63
H 0.12 2.18 1.76
H -1.36 -1.02 1.52
H -0.78 0.31 2.74
H 2.99 -1.67 -0.99
H -0.01 2.43 -0.09
H -2.46 -0.38 -1.01
H -1.51 -1.09 -2.14



Version x
Density functional theory data (ωB97M-V/def2-TZVPD) for the ion C4H9N3 with charge +2.

Summary:
SMILES string: CC1=[NH+]CNC=[NH+]1
Kohn-Sham gap: 8.5395 eV
Total charge: +2

Positions of all 16 atoms, in Å:
N 1.89 -0.79 -0.42
N -0.24 -0.17 -1.26
N 0.12 -0.64 1.13
C 1.51 -0.41 0.91
C -2.02 0.84 0.16
C -0.79 0.27 -0.12
C 0.99 -0.69 -1.34
H 1.04 -1.03 -2.39
H -1.98 1.81 0.73
H 1.83 0.62 1.05
H -2.63 0.93 -0.80
H -0.22 -0.35 2.05
H -2.59 0.20 0.87
H 2.87 -1.06 -0.48
H 2.03 -1.05 1.55
H -0.75 0.17 -1.98



version x is the most stable structure; the next one sits 2.115 eV above it.



Version w
Density functional theory data (ωB97M-V/def2-TZVPD) for an isolated molecule of C9H11NO2.

Summary:
SMILES string: N[C@@H](Cc1ccccc1)C(=O)O
Kohn-Sham gap: 9.3300 eV

Positions of all 23 atoms, in Å:
O 0.58 1.01 3.24
O -0.31 -1.16 3.19
N 1.13 -1.81 0.96
C -1.75 0.16 -2.80
C -0.59 -0.59 -2.86
C 0.38 -0.25 2.66
C -2.01 1.11 -1.76
C 0.13 -0.52 -1.71
C -0.05 0.40 -0.64
C 0.95 0.65 0.42
C 1.28 -0.43 1.49
C -1.09 1.27 -0.78
H 1.86 0.82 -0.14
H -1.11 2.12 -0.08
H -2.92 1.71 -1.70
H -0.51 -1.32 -3.67
H -2.34 0.17 -3.66
H 2.33 -0.26 1.71
H 1.87 -2.45 1.40
H 0.15 0.93 4.12
H 1.08 -1.01 -1.72
H 0.73 1.49 1.07
H 0.22 -2.04 1.25



Version x
Density functional theory data (ωB97M-V/def2-TZVPD) for a cluster of 2 separate species, C9H11NO2 in total.

Summary:
Kohn-Sham gap (alpha / beta): 7.9883 / 8.0397 eV

Positions of all 23 atoms, in Å:
O -2.30 -1.13 0.35
O 0.55 -2.10 1.50
N 1.22 -1.24 0.84
C 2.60 -1.36 0.79
C 0.71 -0.22 0.22
C -1.80 0.09 0.51
C -1.72 -0.30 -2.04
C -2.48 -0.26 -0.77
C 1.33 0.87 -0.28
C 3.29 -0.28 0.23
C -1.89 1.07 1.61
C 2.68 0.82 -0.35
H 3.15 1.67 -0.69
H 2.99 -2.03 1.46
H -1.76 0.72 -2.44
H -3.53 -0.07 -0.95
H 0.81 1.68 -0.72
H -2.19 -0.86 -2.89
H -0.59 -0.63 -2.19
H 4.48 -0.39 0.18
H -0.84 1.13 2.09
H -2.05 2.00 1.14
H -2.67 0.83 2.36



version w is the most stable structure; the next one sits 7.321 eV above it.



Version w
Density functional theory data (ωB97M-V/def2-TZVPD) for an isolated molecule of C6H7NO.

Summary:
SMILES string: C1=C[C@@H]2C[C@H]1C=NO2
Kohn-Sham gap: 9.8805 eV

Positions of all 15 atoms, in Å:
O 0.46 1.61 0.77
N -0.57 1.92 -0.14
C -1.19 0.90 -0.63
C 0.89 0.06 0.83
C -0.43 -0.66 1.20
C 1.47 -0.09 -0.51
C -0.93 -0.52 -0.35
C 0.36 -0.49 -1.19
H -1.96 1.13 -1.27
H 1.78 0.18 1.56
H -0.18 -1.94 1.48
H -1.48 -1.36 -0.60
H 2.39 0.26 -0.80
H -1.06 -0.41 2.00
H 0.45 -0.61 -2.34



Version x
Density functional theory data (ωB97M-V/def2-TZVPD) for an isolated molecule of C6H7NO.

Summary:
SMILES string: O=C1C=CN[C@H]2C[C@H]12
Kohn-Sham gap: 9.6123 eV

Positions of all 15 atoms, in Å:
O -2.73 -0.15 0.08
N 1.46 -0.51 -0.32
C 0.04 2.05 0.01
C -0.66 -1.75 -0.15
C 0.59 0.56 0.16
C 0.65 -1.66 0.03
C -1.54 -0.33 -0.36
C -0.49 0.78 -0.53
H -1.39 -2.62 0.36
H -0.10 0.49 -1.50
H 1.31 -2.47 0.15
H 0.49 0.33 1.23
H 2.28 -0.34 0.22
H 0.31 3.14 -0.62
H -0.23 2.49 1.22



version w is the most stable structure; the next one sits 1.533 eV above it.



Version w
Density functional theory data (ωB97M-V/def2-TZVPD) for an isolated molecule of C6H7NO.

Summary:
Kohn-Sham gap (alpha / beta): 8.0220 / 8.0207 eV

Positions of all 15 atoms, in Å:
O -0.54 2.10 -0.60
N 0.93 0.30 -3.12
C 0.46 -0.19 1.83
C -1.38 -0.59 -0.18
C 0.66 0.50 -2.00
C -0.05 -0.16 0.43
C -0.06 -1.04 -0.64
C 0.34 1.24 -0.56
H 0.06 -1.05 2.37
H 0.15 0.72 2.36
H -2.00 -1.35 0.28
H 1.36 1.42 -0.20
H 0.44 -1.85 -1.13
H -1.92 0.20 -0.71
H 1.55 -0.25 1.85



Version x
Density functional theory data (ωB97M-V/def2-TZVPD) for a cluster of 2 separate species, C6H7NO in total.

Summary:
SMILES string: C=C=C=O.C=C=NC
Kohn-Sham gap: 7.9883 eV

Positions of all 15 atoms, in Å:
O 3.50 -0.67 -0.61
N -0.86 -0.87 -0.87
C -0.43 -1.64 1.47
C -0.74 -1.20 0.29
C 1.04 1.83 0.63
C -1.80 0.01 -1.48
C 2.73 0.12 -0.22
C 1.81 0.82 0.30
H 0.26 -1.10 2.09
H -2.05 -0.41 -2.46
H -1.32 0.98 -1.65
H -2.71 0.15 -0.90
H 0.18 1.69 1.27
H -0.84 -2.55 1.86
H 1.22 2.84 0.27



Version y
Density functional theory data (ωB97M-V/def2-TZVPD) for an isolated molecule of C6H7NO.

Summary:
SMILES string: Cn1ccccc1=O
Kohn-Sham gap: 8.9481 eV

Positions of all 15 atoms, in Å:
O -1.27 1.99 -0.21
N -0.69 -0.22 -0.09
C -0.35 1.17 -0.02
C 1.99 0.56 -0.02
C 1.61 -0.83 -0.13
C 0.30 -1.17 -0.09
C 1.07 1.56 0.09
C -2.08 -0.62 0.09
H -2.14 -1.10 1.08
H -2.27 -1.36 -0.70
H 2.53 -1.53 -0.13
H -0.10 -2.14 -0.10
H 3.02 0.89 0.00
H -2.79 0.17 -0.07
H 1.19 2.63 0.30



version y is the most stable structure; the next one sits 3.771 eV above it.



Version w
Density functional theory data (ωB97M-V/def2-TZVPD) for an isolated molecule of C6H7NO.

Summary:
Kohn-Sham gap: 9.6462 eV

Positions of all 15 atoms, in Å:
O -3.42 0.11 -0.23
N 0.72 -0.57 -1.13
C 1.01 0.71 -0.47
C -0.49 1.38 -0.12
C 0.18 -0.80 0.20
C 1.43 0.05 0.88
C -1.02 0.24 0.16
C -2.36 -0.40 0.12
H 0.10 -1.94 -0.17
H -0.92 2.40 -0.34
H -2.26 -1.39 0.61
H 1.00 0.64 1.82
H 1.99 1.18 -1.09
H 1.69 -1.05 -1.09
H 2.36 -0.58 0.86



Version x
Density functional theory data (ωB97M-V/def2-TZVPD) for an isolated molecule of C6H7NO.

Summary:
SMILES string: OC=C=NCC1=CC1
Kohn-Sham gap: 8.7728 eV

Positions of all 15 atoms, in Å:
O 2.07 2.96 0.93
N 1.32 -0.30 -0.19
C -2.33 -1.35 -0.49
C 1.37 1.79 1.20
C 1.29 0.72 0.44
C -1.39 -0.98 0.66
C 0.48 -0.76 -1.22
C -0.90 -0.90 -0.58
H 0.56 -0.18 -2.17
H -3.16 -0.66 -0.72
H -1.16 -0.64 1.63
H -2.87 -2.39 -0.78
H 2.87 2.73 0.46
H 0.75 -1.78 -1.47
H 1.10 1.73 2.30



version x is the most stable structure; the next one sits 0.757 eV above it.



Version w
Density functional theory data (ωB97M-V/def2-TZVPD) for an isolated molecule of H3N3O2S.

Summary:
SMILES string: NN(S)[N+](=O)[O-]
Kohn-Sham gap: 9.5064 eV

Positions of all 9 atoms, in Å:
S -0.93 1.57 0.49
O 0.25 1.42 -1.73
O 1.24 -0.52 -1.62
N 0.16 -0.92 0.94
N -0.11 0.19 -0.02
N 0.56 0.36 -1.21
H -0.70 -1.53 1.10
H 0.93 -1.45 0.54
H -1.41 0.88 1.50



Version x
Density functional theory data (ωB97M-V/def2-TZVPD) for a structure of composition H3N3O2S.

Summary:
Kohn-Sham gap (alpha / beta): 8.0347 / 7.5725 eV

Positions of all 9 atoms, in Å:
S -0.40 1.35 -0.85
O -0.18 -1.54 -0.91
O -1.52 0.99 0.28
N 0.85 0.81 -0.02
N -0.38 -0.34 -1.59
N 0.60 -0.20 0.91
H 1.46 -0.27 1.31
H 0.40 -1.18 0.11
H -0.84 0.37 0.78



version w is the most stable structure; the next one sits 2.525 eV above it.



Version w
Density functional theory data (ωB97M-V/def2-TZVPD) for a cluster of 3 separate species, C3H4Cl2 in total.

Summary:
Kohn-Sham gap: 9.9237 eV

Positions of all 9 atoms, in Å:
Cl -2.55 1.47 0.50
Cl 2.04 -0.98 0.94
C -0.21 0.04 0.46
C -1.06 0.85 -0.19
C 0.84 -0.64 -0.27
H -0.04 0.05 1.94
H 1.64 -0.27 -1.14
H -1.11 1.22 -1.59
H 0.46 -1.74 -0.65



Version x
Density functional theory data (ωB97M-V/def2-TZVPD) for an isolated molecule of C3H4Cl2.

Summary:
SMILES string: C=C(Cl)CCl
Kohn-Sham gap: 10.1888 eV

Positions of all 9 atoms, in Å:
Cl 2.04 -1.12 -0.57
Cl -1.77 -1.59 -0.35
C -0.63 -0.28 -0.03
C -0.80 1.00 -0.52
C 0.77 -0.58 0.60
H 1.11 0.53 0.80
H 0.02 1.77 -0.58
H 0.91 -1.38 1.47
H -1.65 1.65 -0.82



version x is the most stable structure; the next one sits 2.898 eV above it.



Version w
Density functional theory data (ωB97M-V/def2-TZVPD) for a cluster of 2 separate species, C3H4Cl2 in total.

Summary:
Kohn-Sham gap (alpha / beta): 7.4212 / 7.4230 eV

Positions of all 9 atoms, in Å:
Cl 3.05 -1.50 -0.12
Cl 2.32 1.90 0.04
C 1.31 0.60 0.06
C 0.07 0.21 0.80
C 0.21 0.02 -0.73
H -0.18 0.42 -1.54
H 0.38 -1.13 -0.79
H -0.45 1.04 1.21
H 0.01 -0.76 1.22



Version x
Density functional theory data (ωB97M-V/def2-TZVPD) for an isolated molecule of C3H4Cl2.

Summary:
SMILES string: C=C(Cl)CCl
Kohn-Sham gap: 10.2319 eV

Positions of all 9 atoms, in Å:
Cl 2.02 -0.06 -0.20
Cl -1.00 -1.24 0.05
C -2.06 1.24 -0.24
C 0.73 0.99 0.46
C -0.93 0.44 0.07
H 0.58 0.61 1.51
H -3.05 0.76 -0.37
H 0.73 2.21 0.18
H -2.00 2.45 -0.50



version x is the most stable structure; the next one sits 1.163 eV above it.



Version w
Density functional theory data (ωB97M-V/def2-TZVPD) for a cluster of 2 separate species, C4H12O3 in total.

Summary:
SMILES string: OCCCCO.O
Kohn-Sham gap: 10.9784 eV

Positions of all 19 atoms, in Å:
O 1.68 -2.33 -0.28
O -2.61 1.45 -0.04
O 0.36 -0.73 2.60
C 1.06 0.19 -0.74
C 0.80 -1.33 -0.76
C -1.30 0.88 0.33
C -0.26 0.87 -0.85
H 2.16 -2.13 0.44
H -0.16 -1.53 -0.32
H -0.98 0.68 -1.74
H -0.13 -0.26 3.32
H 0.73 -1.72 -1.80
H -0.93 1.77 0.91
H 0.06 1.92 -1.01
H 0.40 -0.16 1.92
H -1.47 -0.10 0.63
H 1.47 0.56 0.14
H 1.63 0.50 -1.66
H -2.51 1.48 -1.09



Version x
Density functional theory data (ωB97M-V/def2-TZVPD) for a cluster of 2 separate species, C4H12O3 in total.

Summary:
SMILES string: C[C@@H](O)CCO.O
Kohn-Sham gap: 10.5758 eV

Positions of all 19 atoms, in Å:
O -1.04 -1.19 1.60
O -0.04 1.75 -1.48
O -1.05 -3.33 -0.23
C 0.44 0.13 0.36
C 0.73 1.47 -0.31
C -1.01 -0.07 0.75
C 2.21 1.85 -0.53
H 1.06 0.15 1.25
H -1.39 -2.03 1.28
H -0.33 -2.71 -0.42
H -0.95 1.64 -1.23
H 0.71 -0.82 -0.09
H -1.52 -3.24 -1.07
H 0.33 2.18 0.43
H 2.83 1.70 0.38
H 2.08 2.91 -0.73
H -1.69 -0.18 -0.12
H 2.57 1.21 -1.35
H -1.43 0.79 1.34



version x is the most stable structure; the next one sits 1.684 eV above it.



Version w
Density functional theory data (ωB97M-V/def2-TZVPD) for a cluster of 3 separate species, C4H12O3 in total.

Summary:
SMILES string: CC(C)C=O.O.O
Kohn-Sham gap: 10.7467 eV

Positions of all 19 atoms, in Å:
O 1.44 1.00 2.03
O -1.54 0.38 -0.47
O -0.97 2.77 1.30
C 0.73 -2.49 -0.36
C 0.40 -0.98 -0.70
C 0.53 -0.63 -2.21
C -1.01 -0.67 -0.21
H -0.75 2.59 0.37
H -1.37 1.97 1.64
H 0.76 -2.61 0.71
H 1.73 -2.55 -0.76
H 1.58 -0.40 -2.40
H 0.73 1.66 1.98
H 0.10 -1.36 -2.90
H 1.20 -0.38 -0.21
H 0.20 -3.29 -0.95
H -1.45 -1.50 0.35
H 1.97 1.34 2.75
H -0.07 0.29 -2.31



Version x
Density functional theory data (ωB97M-V/def2-TZVPD) for a cluster of 3 separate species, C4H12O3 in total.

Summary:
SMILES string: CCCC=O.O.O
Kohn-Sham gap: 10.5128 eV

Positions of all 19 atoms, in Å:
O 5.41 3.13 -1.30
O 2.72 -0.12 -1.26
O -4.80 -5.31 2.50
C 0.55 -0.10 -0.32
C -1.62 0.54 0.78
C 1.61 0.34 -1.28
C -0.66 0.84 -0.32
H -2.46 1.23 0.91
H 0.97 -0.12 0.70
H 1.45 1.33 -1.77
H 6.09 3.41 -1.88
H -2.13 -0.42 0.58
H -1.08 0.46 1.72
H -4.26 -5.72 1.85
H 5.12 3.87 -0.73
H -5.48 -4.87 1.96
H -0.40 1.91 -0.35
H -1.19 0.68 -1.28
H 0.14 -1.09 -0.52



Version y
Density functional theory data (ωB97M-V/def2-TZVPD) for a cluster of 3 separate species, C4H12O3 in total.

Summary:
SMILES string: C/C=C(/C)O.O.O
Kohn-Sham gap: 8.8688 eV

Positions of all 19 atoms, in Å:
O 0.18 0.96 0.09
O -1.78 -0.66 1.57
O -0.67 1.35 2.85
C -0.48 -0.03 -2.72
C 2.06 -0.47 0.43
C 0.19 -0.60 -1.50
C 0.85 -0.08 -0.47
H 0.39 0.15 -3.39
H 2.05 0.13 1.39
H 0.76 1.71 0.50
H -2.69 -0.61 1.96
H -0.94 0.92 -2.59
H -0.59 0.89 2.03
H 3.09 -0.38 0.03
H -1.28 -0.58 -3.03
H -1.59 1.61 2.92
H 0.37 -1.65 -1.61
H -2.06 -1.16 0.81
H 2.14 -1.51 0.70



Version z
Density functional theory data (ωB97M-V/def2-TZVPD) for a cluster of 2 separate species, C4H12O3 in total.

Summary:
SMILES string: C[C@@H](O)CCO.O
Kohn-Sham gap: 11.1190 eV

Positions of all 19 atoms, in Å:
O -0.76 -3.77 -1.32
O -0.08 -0.89 -0.60
O 1.31 2.68 -1.15
C -1.00 -0.14 1.41
C 1.08 0.90 0.40
C 0.31 -0.38 0.68
C 0.37 2.01 -0.34
H -0.72 -0.06 2.46
H -0.96 -3.00 -0.77
H -1.57 0.74 1.15
H 0.80 -1.18 1.23
H 1.88 0.58 -0.29
H -0.49 1.59 -0.88
H 1.61 1.26 1.28
H 0.92 3.10 -1.92
H -1.55 -1.08 1.39
H -1.59 -3.98 -1.77
H 0.59 -1.15 -1.24
H -0.13 2.76 0.29



version w is the most stable structure; the next one sits 0.150 eV above it.



Version w
Density functional theory data (ωB97M-V/def2-TZVPD) for a cluster of 2 separate species, C4H12O3 in total.

Summary:
SMILES string: CCOCOC.O
Kohn-Sham gap: 10.7205 eV

Positions of all 19 atoms, in Å:
O 0.40 0.18 0.95
O 1.00 0.21 -1.39
O -2.52 -3.34 -1.46
C 0.54 2.00 2.47
C -0.25 -0.41 -1.96
C 1.33 -0.17 -0.10
C 0.38 1.58 1.02
H 2.27 0.33 0.22
H -0.23 1.53 3.10
H -2.41 -4.01 -2.17
H -3.12 -3.77 -0.81
H -0.24 -1.51 -1.99
H 1.26 2.05 0.54
H -0.36 -0.02 -2.99
H 1.51 -1.26 -0.07
H 1.52 1.59 2.76
H -0.53 2.04 0.59
H 0.55 3.08 2.65
H -1.12 -0.08 -1.37



Version x
Density functional theory data (ωB97M-V/def2-TZVPD) for a cluster of 2 separate species, C4H12O3 in total.

Summary:
SMILES string: OCCCCO.O
Kohn-Sham gap: 10.2125 eV

Positions of all 19 atoms, in Å:
O -1.17 -0.84 -1.11
O 1.58 -3.94 -1.13
O -0.06 -0.37 1.58
C 0.40 1.73 0.47
C 0.92 0.56 1.14
C -0.43 1.57 -0.85
C -1.56 0.42 -0.74
H 1.55 -0.05 0.47
H -2.00 0.36 0.27
H -0.95 2.58 -0.98
H -0.23 2.12 1.24
H 0.14 1.37 -1.68
H 1.38 0.93 2.09
H 1.10 2.60 0.38
H 0.81 -3.60 -1.57
H -0.90 -1.21 -0.23
H 1.53 -3.70 -0.16
H -2.46 0.56 -1.34
H 0.37 -1.08 2.16



version w is the most stable structure; the next one sits 0.198 eV above it.